{"formula": "C3H6N2O2", "method": "wB97M-V/def2-TZVPD", "energy_ev": -10276.0523, "homo_lumo_gap_ha": [0.303, 0.303], "relative_energy_kcal_mol": 201.7, "symbols": ["O", "O", "N", "N", "C", "C", "C", "H", "H", "H", "H", "H", "H"], "coordinates": [[-0.887, -2.282, 1.289], [-0.013, 2.375, -0.280], [-0.194, 1.009, 0.138], [-0.018, -1.537, 0.851], [-0.581, 0.637, 1.282], [-0.076, -1.312, -0.646], [0.478, 0.109, -0.784], [1.631, 0.083, -0.447], [0.770, -2.126, -0.980], [0.463, 0.298, -1.872], [-1.136, -1.373, -1.054], [-0.832, 1.344, 1.972], [0.395, 2.775, 0.531]], "nbo_charge": [-0.36, -0.58, -0.10, 0.10, 0.00, -0.33, -0.26, 0.21, 0.24, 0.24, 0.22, 0.15, 0.47]}

{"formula": "C3H6N2O2S", "method": "wB97M-V/def2-TZVPD", "energy_ev": -21115.9891, "homo_lumo_gap_ha": 0.336, "smiles": "NCC(=S)O/C=N/O", "relative_energy_kcal_mol": 89.0, "symbols": ["S", "O", "O", "N", "N", "C", "C", "C", "H", "H", "H", "H", "H", "H"], "coordinates": [[2.302, 0.391, 1.179], [0.109, 1.075, -0.044], [-2.041, -0.088, -2.483], [-1.276, -0.991, 1.280], [-0.843, 0.022, -1.790], [0.064, -1.245, 0.832], [0.811, 0.091, 0.632], [-0.973, 0.815, -0.817], [0.097, -1.704, -0.160], [-1.800, -0.572, -3.286], [-1.306, -0.836, 2.272], [-1.803, 1.390, -0.450], [0.711, -1.784, 1.542], [-1.861, -1.826, 1.110]], "nbo_charge": [0.01, -0.50, -0.56, -0.83, -0.19, -0.33, 0.22, 0.35, 0.24, 0.48, 0.37, 0.19, 0.21, 0.37]}

{"formula": "C3H6N2O3", "method": "wB97M-V/def2-TZVPD", "energy_ev": -12324.8965, "homo_lumo_gap_ha": 0.397, "smiles": "O=CNOC/C=N\\O", "relative_energy_kcal_mol": 169.1, "symbols": ["O", "O", "O", "N", "N", "C", "C", "C", "H", "H", "H", "H", "H", "H"], "coordinates": [[1.889, 0.789, 0.813], [0.461, -1.310, 0.912], [-1.867, 0.269, -1.023], [-0.586, 0.852, -1.183], [0.063, -0.146, 1.615], [0.274, -1.448, -0.478], [0.847, 0.988, 1.287], [0.269, 0.005, -1.013], [0.313, 1.918, 1.700], [1.239, -2.109, -0.742], [-2.301, 1.071, -1.085], [-1.028, 0.215, 1.426], [-0.734, -1.705, -0.888], [1.162, 0.613, -1.341]], "nbo_charge": [-0.55, -0.38, -0.61, -0.16, -0.34, -0.15, 0.51, 0.03, 0.13, 0.24, 0.47, 0.35, 0.21, 0.23]}

{"formula": "C3H6N2O3", "method": "wB97M-V/def2-TZVPD", "energy_ev": -12324.8067, "homo_lumo_gap_ha": [0.327, 0.327], "relative_energy_kcal_mol": 171.1, "symbols": ["O", "O", "O", "N", "N", "C", "C", "C", "H", "H", "H", "H", "H", "H"], "coordinates": [[-1.635, -2.344, -0.261], [1.950, 0.221, -0.839], [-1.658, 1.926, -0.438], [0.726, 0.479, -0.189], [-1.215, -1.069, 0.215], [-1.084, 1.160, -1.071], [0.922, 0.676, 1.230], [-0.437, -0.508, -0.642], [1.995, 0.860, -1.564], [1.580, 1.531, 1.391], [-0.119, -0.995, -1.560], [-2.328, -2.587, 0.364], [-0.055, 0.866, 1.673], [1.358, -0.215, 1.691]], "nbo_charge": [-0.56, -0.56, -0.49, -0.17, -0.21, 0.53, -0.44, 0.08, 0.48, 0.21, 0.22, 0.48, 0.23, 0.19]}

{"formula": "C3H6N2O3", "method": "wB97M-V/def2-TZVPD", "energy_ev": -12324.4641, "homo_lumo_gap_ha": 0.349, "smiles": "[H]/N=C(/O)N(O)O.C#C", "relative_energy_kcal_mol": 179.0, "symbols": ["O", "O", "O", "N", "N", "C", "C", "C", "H", "H", "H", "H", "H", "H"], "coordinates": [[-0.023, -1.081, 1.182], [-2.720, -1.287, 0.136], [-2.363, 0.884, -0.630], [-0.192, 1.139, 0.922], [-1.763, -0.282, -0.141], [3.884, 0.056, -0.747], [-0.648, 0.001, 0.770], [2.783, 0.345, -0.317], [4.666, -0.330, -1.261], [-3.144, 0.671, -1.174], [-2.630, -2.056, -0.438], [-0.469, 1.960, 0.365], [1.852, 0.683, -0.098], [0.767, -0.702, 1.431]], "nbo_charge": [-0.63, -0.57, -0.57, -0.80, 0.05, -0.22, 0.66, -0.23, 0.22, 0.49, 0.48, 0.40, 0.22, 0.50]}

{"formula": "C3H6N2O3", "method": "wB97M-V/def2-TZVPD", "energy_ev": -12329.4512, "homo_lumo_gap_ha": 0.318, "relative_energy_kcal_mol": 64.0, "symbols": ["O", "O", "O", "N", "N", "C", "C", "C", "H", "H", "H", "H", "H", "H"], "coordinates": [[-1.836, -1.712, 0.180], [-1.159, 0.127, -1.177], [-1.905, 0.341, 1.162], [1.575, 0.139, 0.989], [0.760, 1.322, -1.510], [0.113, 0.302, -0.957], [0.549, -0.442, 0.179], [-1.427, -0.423, 0.359], [-2.507, -1.882, 0.857], [2.101, -0.557, 1.500], [0.267, 2.010, -2.056], [1.182, 0.791, 1.661], [0.579, -1.514, 0.025], [1.708, 1.497, -1.212]], "nbo_charge": [-0.72, -0.53, -0.68, -0.85, -0.76, 0.64, -0.30, 0.88, 0.49, 0.37, 0.42, 0.38, 0.24, 0.42]}

{"formula": "C3H6N2O3", "method": "wB97M-V/def2-TZVPD", "energy_ev": -12320.3116, "homo_lumo_gap_ha": 0.330, "relative_energy_kcal_mol": 274.8, "symbols": ["O", "O", "O", "N", "N", "C", "C", "C", "H", "H", "H", "H", "H", "H"], "coordinates": [[-1.994, -0.046, 0.748], [0.250, 1.333, 0.294], [1.486, -1.041, 1.052], [-0.889, -0.408, 2.172], [0.589, 0.131, -0.498], [0.101, 0.528, 1.833], [1.173, -0.862, -0.066], [0.048, 0.557, -1.883], [-2.710, -0.924, 0.884], [0.542, 1.428, -2.451], [1.453, -1.524, -0.922], [1.064, 0.412, 2.775], [-0.043, -0.523, -2.368], [-1.070, 0.940, -1.570]], "nbo_charge": [-0.69, -0.36, -0.60, -0.17, -0.13, 0.29, 0.49, -0.45, 0.47, 0.24, 0.13, 0.29, 0.23, 0.26]}

{"formula": "C3H6N2O3S", "method": "wB97M-V/def2-TZVPD", "energy_ev": -23164.5011, "homo_lumo_gap_ha": 0.358, "smiles": "O=S(=O)=O.C1=NCCN1", "relative_energy_kcal_mol": 33.8, "symbols": ["S", "O", "O", "O", "N", "N", "C", "C", "C", "H", "H", "H", "H", "H", "H"], "coordinates": [[0.125, -2.529, 3.089], [1.083, -1.877, 3.936], [0.641, -3.261, 1.984], [-1.187, -2.738, 3.559], [-0.271, -0.623, 1.469], [0.910, 0.730, 0.241], [0.063, 0.123, -0.807], [-0.538, -1.026, 0.077], [0.586, 0.314, 1.428], [0.147, -1.853, -0.270], [0.802, 0.700, 2.426], [-1.615, -1.306, -0.234], [0.667, -0.277, -1.594], [1.491, 1.536, 0.031], [-0.626, 0.790, -1.202]], "nbo_charge": [2.50, -0.88, -0.87, -0.85, -0.57, -0.59, -0.23, -0.26, 0.29, 0.21, 0.23, 0.22, 0.20, 0.41, 0.19]}

{"formula": "C3H6N2O3S", "method": "wB97M-V/def2-TZVPD", "energy_ev": -23162.1094, "homo_lumo_gap_ha": 0.282, "relative_energy_kcal_mol": 89.0, "symbols": ["S", "O", "O", "O", "N", "N", "C", "C", "C", "H", "H", "H", "H", "H", "H"], "coordinates": [[1.609, 0.946, -1.340], [3.017, -1.927, -0.135], [0.763, -2.115, -0.479], [0.618, 1.029, 1.836], [0.001, -0.319, 1.855], [-1.820, -0.042, -0.931], [0.593, 1.716, 0.820], [1.892, -2.001, -0.312], [0.417, 1.782, -0.508], [-2.540, -0.710, -0.667], [-2.189, 0.487, -1.711], [-0.671, -0.372, 1.089], [-0.444, -0.399, 2.763], [-0.210, 2.511, -0.999], [-1.036, -0.584, -1.280]], "nbo_charge": [-0.20, -0.50, -0.55, -0.28, -0.53, -1.10, 0.44, 1.05, -0.42, 0.36, 0.37, 0.38, 0.36, 0.24, 0.39]}

{"formula": "C3H6N2OS", "method": "wB97M-V/def2-TZVPD", "energy_ev": -19068.0142, "homo_lumo_gap_ha": 0.319, "smiles": "C=CN(S)/C=N\\O", "relative_energy_kcal_mol": 95.8, "symbols": ["S", "O", "N", "N", "C", "C", "C", "H", "H", "H", "H", "H", "H"], "coordinates": [[0.102, 1.760, 0.000], [-2.701, 0.686, -0.001], [0.105, 0.021, -0.002], [-2.265, -0.645, -0.002], [2.548, 0.044, 0.000], [-0.993, -0.811, -0.001], [1.366, -0.578, 0.000], [-1.225, 1.895, -0.016], [3.460, -0.568, 0.005], [2.648, 1.124, -0.008], [-3.649, 0.596, 0.024], [-0.717, -1.864, -0.007], [1.320, -1.661, 0.008]], "nbo_charge": [0.16, -0.61, -0.56, -0.20, -0.50, 0.21, 0.00, 0.17, 0.22, 0.21, 0.49, 0.20, 0.20]}